<a>
DFT (wB97M-V/def2-TZVPD) results for a gas-phase ion, CH2F2N2OP (charge +1).

CARTESIAN COORDINATES (ANGSTROEM)
C (-1.3495, 0.1727, -0.5367)
N (1.7064, 1.7934, 0.5268)
N (0.7199, 1.0704, 0.2465)
O (-0.2229, 1.1449, -0.6015)
F (-2.3750, 0.7008, 0.0869)
F (-0.8910, -0.9349, 0.1093)
P (1.6959, 0.5585, 1.7541)
H (-1.4836, 0.1649, -1.5987)
H (2.6252, -0.3298, 1.0555)

## Properties
- Total charge: +1
- HOMO energy: -16.51 eV
- Orbital gap: 10.1 eV
- SMILES: FC(F)O[N+]1=[PH]=N1
- M: 127.0 g/mol

natural (NBO) atomic charge list, values in e, 5 entries: atom 1 (C): 0.80, atom 2 (N): -0.24, atom 3 (N): 0.10, atom 4 (O): -0.26, atom 5 (F): -0.26

<b>
DFT (wB97M-V/def2-TZVPD) results for a gas-phase ion, CH2F2N2OP (charge +1).

CARTESIAN COORDINATES (ANGSTROEM)
C (1.2447, -0.5557, -0.4757)
N (-2.0977, 0.2261, -1.1718)
N (-1.0630, -0.2129, -0.8003)
O (0.3172, -0.2191, -1.3546)
F (1.1511, -1.7371, 0.0058)
F (1.0950, 0.2962, 0.6236)
P (-2.2241, -0.6121, 0.5349)
H (2.1942, -0.3063, -0.9290)
H (-1.6792, 0.5679, 1.0145)

## Properties
- Total charge: +1
- HOMO energy: -17.19 eV
- Orbital gap: 10.0 eV
- SMILES: FC(F)O[N+]1=[PH]=N1
- M: 127.0 g/mol

natural (NBO) atomic charge list, values in e, 5 entries: atom 1 (C): 0.76, atom 2 (N): -0.04, atom 3 (N): 0.02, atom 4 (O): -0.27, atom 5 (F): -0.28

<c>
DFT (wB97M-V/def2-TZVPD) results for a gas-phase ion, CH2F2N2OP (charge +1).

CARTESIAN COORDINATES (ANGSTROEM)
C (-0.4342, -1.2593, 0.5594)
N (-0.4804, 1.6553, -1.2800)
N (-0.3287, 0.7272, -0.4975)
O (-1.1160, -0.3934, -0.3397)
F (0.1686, -0.4844, 1.5147)
F (0.5219, -1.8138, -0.1206)
P (0.9264, 1.9703, 0.0436)
H (-1.2067, -1.8925, 1.0118)
H (1.9493, 1.4908, -0.8918)

## Properties
- Total charge: +1
- HOMO energy: -17.11 eV
- Orbital gap: 10.3 eV
- SMILES: FC(F)O[N+]1=[PH]=N1
- M: 127.0 g/mol

natural (NBO) atomic charge list, values in e, 5 entries: atom 1 (C): 0.77, atom 2 (N): -0.06, atom 3 (N): 0.00, atom 4 (O): -0.26, atom 5 (F): -0.33

Bottom line: <c>, by a margin of 7.6 kcal/mol.